--- 1 ---
The following is a DFT calculation (wB97M-V/def2-TZVPD) of a molecular structure, C6H6O3.

```
15
C6H6O3, DFT wB97M-V/def2-TZVPD
C 0.5585 -0.2197 -1.7968
C -0.7205 -1.1591 0.2453
C -0.5157 -0.7851 1.5407
C -0.2102 -0.0565 -0.5270
C 0.0216 1.0093 0.7144
C 0.7623 1.8396 1.4359
O -0.7960 1.2397 -0.3602
O -1.2254 -2.3396 -0.2194
O -0.2795 -0.9759 2.6806
H -1.8923 -2.1739 -0.8984
H 1.3311 0.5461 -1.8602
H -0.1145 -0.0824 -2.6482
H 1.0203 -1.2040 -1.8509
H 0.6796 2.9121 1.3134
H 1.3806 1.4493 2.2308
```

These are the Löwdin partial charges, in e, on atoms 1 to 5: 0.02 -0.26 -0.16 -0.28 -0.26

--- 2 ---
The following is a DFT calculation (wB97M-V/def2-TZVPD) of a molecular structure, C6H6O3.

```
15
C6H6O3, DFT wB97M-V/def2-TZVPD
C 1.3098 0.1032 0.3819
C 0.0731 -0.6038 0.6664
C -0.7185 -0.9703 -0.5158
C -1.7456 -0.2101 -0.7456
C -0.6982 0.7753 0.7578
C 0.6087 1.4216 0.0332
H 2.1728 -1.0797 -1.2983
H 1.8989 0.3549 1.3241
H -0.0067 -1.4756 1.3213
H -0.7697 -1.9709 -1.1794
H -2.3251 -0.2056 -1.6980
H -1.0711 1.2707 1.7451
O 2.4719 -0.4669 -0.2409
O -2.0736 0.8064 0.1887
O 0.8731 2.2508 -0.7407
```

These are the Löwdin partial charges, in e, on atoms 1 to 5: -0.34 -0.19 -0.10 -0.14 -0.13

Ordering by calculated energy gives the sequence 1, 2, with the first entry being the most stable.

--- 1 ---
The following is a DFT calculation (wB97M-V/def2-TZVPD) of a molecular structure, C5H9NS2.

```
17
C5H9NS2, DFT wB97M-V/def2-TZVPD
C -2.6998 0.5965 0.0489
C -1.3277 1.1945 0.0298
C -0.1884 0.4344 0.0432
C 2.4435 -0.0812 -0.3257
C 1.7503 -1.2403 0.2668
H -3.7783 -1.1370 -0.5315
H -2.4330 -1.2507 0.7689
H -3.2914 1.1602 0.9307
H -3.4841 1.1592 -0.9383
H -1.2648 2.1523 -0.1037
H 3.3712 0.0501 -0.0694
H 2.7260 -0.2090 -1.4841
H 2.1094 -1.1534 1.4602
H 2.1147 -2.3814 0.0054
N -2.7579 -0.8010 -0.1094
S 1.4094 1.3546 0.0752
S 0.0511 -1.2425 -0.0534
```

These are the Löwdin partial charges, in e, on atoms 1 to 5: -0.39 -0.21 -0.81 -0.59 -0.65

--- 2 ---
The following is a DFT calculation (wB97M-V/def2-TZVPD) of a molecular structure, C5H9NS2.

```
17
C5H9NS2, DFT wB97M-V/def2-TZVPD
C -0.1928 1.1232 0.2457
C -0.0817 -0.6734 1.9001
C -2.1127 0.2634 -1.4714
C 2.3582 -0.0718 -0.4299
C -0.5357 -0.1622 0.6381
N 0.1271 2.1404 -0.1840
S -2.1720 -0.6231 0.1118
S 0.9509 -1.0998 -0.9030
H -1.0297 -0.9347 2.5895
H 0.6719 0.0604 2.3052
H 0.5017 -1.6877 1.8862
H -2.1791 1.3813 -1.1687
H -3.0317 -0.0791 -2.1075
H -1.3133 -0.1471 -2.0643
H 2.6382 -0.0216 0.5660
H 2.2592 0.8839 -0.8510
H 3.1413 -0.3520 -1.0627
```

These are the Löwdin partial charges, in e, on atoms 1 to 5: -0.41 -0.18 -0.41 -0.46 -0.84

Ordering by calculated energy gives the sequence 2, 1, with the first entry being the most stable.

--- 1 ---
20
Properties=species:S:1:pos:R:3 method="wB97M-V/def2-TZVPD" smiles="CC[C@]1(S)C=CC=CC1=O"
C -2.4834 -0.1222 -0.4581
C -1.4645 -1.0765 0.1208
C -0.1160 -0.4549 0.1791
S 0.9345 -1.8427 0.9331
C 0.1419 0.6168 1.1471
C 1.1979 1.3953 1.0351
C 2.0897 1.1288 -0.0634
C 1.8857 0.3502 -1.1462
C 0.5418 -0.2574 -1.2451
O -0.0321 -0.4215 -2.2984
H -2.3086 0.2613 -1.4462
H -2.4432 0.7643 0.1300
H -3.3948 -0.4577 -0.3033
H -1.3083 -1.9141 -0.4316
H -1.8077 -1.3621 1.0482
H 2.1120 -1.2188 0.8209
H -0.6306 0.6493 1.9271
H 1.3922 2.1989 1.7206
H 3.0291 1.6359 0.1939
H 2.6644 0.1269 -1.8636

--- 2 ---
The following is a DFT calculation (wB97M-V/def2-TZVPD) of 2 unconnected molecules or ions with the total composition C8H10OS.

```
20
C8H10OS, DFT wB97M-V/def2-TZVPD
C 2.7710 0.5318 0.2822
C 3.1087 -0.6991 0.5589
C 1.4397 0.6786 -0.0859
C 0.8478 -0.5607 -0.2352
C -1.8407 -0.7443 1.2650
C -1.6513 -1.0092 -0.1698
C 0.6572 1.9558 -0.1529
C -2.3593 -0.7010 -1.3755
O -1.7894 -2.0692 0.6677
S 1.9089 -1.8216 0.2562
H 3.3705 1.3347 0.5681
H 4.0544 -0.9627 0.9049
H -1.0087 -0.4860 1.7857
H -2.8273 -0.4552 1.5578
H -0.3422 1.8547 0.3078
H 1.1959 2.7089 0.3313
H 0.4919 2.1220 -1.1427
H -1.8444 -0.6964 -2.3059
H -2.9478 0.2705 -1.3506
H -3.2350 -1.2516 -1.6673
```

These are the Löwdin partial charges, in e, on atoms 1 to 5: -0.20 -0.49 -0.40 -0.31 -0.04

Ordering by calculated energy gives the sequence 1, 2, with the first entry being the most stable.

--- 1 ---
11
Properties=species:S:1:pos:R:3 method="wB97M-V/def2-TZVPD" charge=-1
C -0.4986 -1.2140 -0.1115
C 0.6786 -0.9538 0.6382
C -0.2749 0.9300 -0.8583
N -1.0884 -0.2344 -0.8005
N 0.4278 1.2656 0.4460
O -0.2428 1.7275 1.4173
H -1.1549 -1.9611 0.2077
H 0.8453 -1.5542 1.5127
H 1.5850 -0.4225 0.3114
H 0.6215 0.7395 -1.5092
H -0.8986 1.6775 -1.2538

--- 2 ---
11
Properties=species:S:1:pos:R:3 method="wB97M-V/def2-TZVPD" charge=-1
C 0.6842 0.8300 0.7115
C 1.0414 -0.4361 1.2388
C -1.0191 0.2750 -0.9100
N -0.2040 1.2688 -0.1091
N -0.7848 -1.1503 -0.6111
O -0.7228 -1.9791 -1.6015
H 1.1208 1.6899 1.2118
H 2.0869 -0.3671 1.5146
H 0.5200 -1.2532 0.8996
H -1.9551 0.5148 -0.4719
H -0.7675 0.6073 -1.8728

Ordering by calculated energy gives the sequence 1, 2, with the first entry being the most stable.

--- 1 ---
21
Properties=species:S:1:pos:R:3 method="wB97M-V/def2-TZVPD" smiles=CNCN.O.O.O
C 0.6915 0.4906 1.7414
N 1.1629 1.0572 0.4722
C 0.1722 1.9198 -0.1839
N -0.1770 1.5251 -1.5361
H 1.5440 0.0670 2.2776
H 0.2861 1.2433 2.4118
H -0.0488 -0.2940 1.5826
H 2.0675 1.4873 0.5697
H 0.6377 2.8983 -0.3098
H -0.7420 2.0574 0.3839
H 0.6487 1.4375 -2.1099
H -0.7174 0.6689 -1.5613
O 1.5050 -1.6914 -0.4956
H 0.9967 -1.0406 0.0307
H 1.5396 -1.1842 -1.3201
O -2.2383 -0.3484 -0.2137
H -1.8238 -1.1987 -0.4536
H -2.9286 -0.1584 -0.8504
O -1.1273 -2.8715 -0.4068
H -1.2825 -3.3246 0.4329
H -0.1662 -2.7404 -0.4615

--- 2 ---
21
Properties=species:S:1:pos:R:3 method="wB97M-V/def2-TZVPD" smiles=NCCN.O.O.O
N 0.4545 2.5428 -0.7495
C 1.0705 1.2746 -1.2613
C 1.8232 0.4097 -0.2649
N 0.9590 -0.4838 0.4744
H 1.0198 3.3748 -0.7325
H 0.0668 2.2688 0.1522
H 1.5664 1.6323 -2.1923
H 0.2385 0.6766 -1.6340
H 2.6026 -0.2482 -0.7123
H 2.4530 1.0381 0.3827
H 1.4387 -1.2009 0.9819
H -0.0012 -0.2675 0.6481
O -1.7377 0.6632 3.3178
H -2.6723 0.8428 3.1716
H -1.4936 0.2199 2.4850
O -0.0824 -2.2052 -1.9003
H 0.1006 -1.5774 -1.1714
H -0.7473 -1.6297 -2.3066
O -2.5539 -2.0841 0.5249
H -1.6996 -2.4202 0.8249
H -2.8056 -2.8266 -0.0382

--- 3 ---
21
Properties=species:S:1:pos:R:3 method="wB97M-V/def2-TZVPD" smiles=NCCN.O.O.O
N -0.7809 -0.8950 1.5896
C -1.3403 0.0143 0.5550
C -0.2795 0.9225 -0.0851
N -0.6716 1.1971 -1.4886
H 0.2169 -0.9667 1.4373
H -1.1387 -1.8409 1.4569
H -2.1483 0.5944 1.0214
H -1.8414 -0.5971 -0.1916
H -0.1565 1.8217 0.5062
H 0.5985 0.2737 -0.1649
H 0.1712 1.5687 -1.9224
H -1.2934 1.9942 -1.4689
O 4.1780 3.5368 3.4099
H 3.6794 3.0401 4.0676
H 3.8607 4.4426 3.4778
O -1.6041 -2.6805 -3.2025
H -1.1833 -2.5387 -2.3420
H -2.2343 -1.9522 -3.2486
O 0.3623 -2.4315 -1.0046
H 0.6136 -2.5736 -1.9268
H 0.9917 -2.9299 -0.4756

Ordering by calculated energy gives the sequence 1, 3, 2, with the first entry being the most stable.

--- 1 ---
The following is a DFT calculation (wB97M-V/def2-TZVPD) of a single C7H6 molecule.

```
13
C7H6, DFT wB97M-V/def2-TZVPD
C 2.0527 -0.7855 0.2597
C 2.2860 0.5384 -0.3796
C 0.8032 -1.2660 0.3087
C 1.7797 1.5896 -0.9592
C -0.4410 -0.7047 0.0873
C -1.4895 -0.0746 -0.0521
C -2.7121 0.6682 0.0536
H 2.9369 -1.4311 0.5696
H 3.2831 0.9856 -0.7947
H 0.7943 -2.2460 0.6778
H -3.6315 0.0350 0.3928
H -2.5023 1.4931 0.6592
H -3.1595 1.1982 -0.8229
```

These are the Löwdin partial charges, in e, on atoms 1 to 5: -0.10 -0.28 -0.16 0.14 -0.02

--- 2 ---
The following is a DFT calculation (wB97M-V/def2-TZVPD) of a single C7H6 molecule.

```
13
C7H6, DFT wB97M-V/def2-TZVPD
C 1.0004 1.2842 -0.1176
C 2.3855 0.9419 -0.1145
C 1.4088 -0.0723 0.9348
C 0.0832 0.2548 -0.0816
C 2.3786 -0.5399 -0.2079
C 1.0584 -1.0727 -0.3215
C -1.4030 0.3238 -0.0016
H 0.8186 2.3248 0.1754
H 3.1834 -1.2638 -0.0024
H 0.8212 -2.1634 -0.1331
H -1.6765 0.6038 1.0707
H -1.9297 -0.6801 -0.3343
H -1.7751 1.2244 -0.7216
```

These are the Löwdin partial charges, in e, on atoms 1 to 5: -0.17 -0.02 -0.01 -0.29 -0.22

Ordering by calculated energy gives the sequence 1, 2, with the first entry being the most stable.